Below is a gas-phase ion, C3H8NO4 (charge +1) in a non-equilibrium geometry, with properties calculated with ωB97M-V/def2-TZVPD.

Summary:
Molecular weight, g mol⁻¹: 122.1
SMILES string: [NH3+][C@H](O)C(O)=C(O)O
LUMO, eV: -3.187
Net charge: +1
Relative energy (zero: lowest compared OMol25 entry of this formula, charge and spin), kJ/mol: 102.80
Frontier orbital gap, eV: 9.051
HOMO, eV: -12.238

CARTESIAN COORDINATES (ANGSTROEM)
C -0.639 -0.335 0.068
C -0.853 -1.433 -0.649
C 0.953 0.495 0.071
N 0.732 1.610 1.018
O -1.532 0.423 0.778
O -2.076 -2.016 -0.632
O 0.146 -1.966 -1.389
O 1.253 1.055 -1.138
H 1.685 -0.230 0.430
H 1.175 1.468 1.927
H 1.074 2.472 0.574
H -0.308 1.659 1.148
H -2.430 0.112 0.603
H -2.205 -2.627 -1.368
H 0.025 -2.917 -1.513
H 1.388 0.377 -1.810

Force components x, y, z for each atom (eV/Å):
3.71 1.79 -0.11
-0.19 0.25 0.47
-3.53 -3.08 -0.38
-0.33 0.30 -0.21
-0.16 -0.30 -0.16
0.19 -0.05 0.05
-0.06 -0.04 -0.26
0.12 0.54 0.11
0.03 0.30 0.13
0.03 0.04 -0.10
-0.03 -0.09 0.24
0.35 0.17 0.08
-0.18 0.12 0.08
-0.05 0.14 -0.10
0.13 0.04 0.15
-0.03 -0.12 0.01